The following is a DFT calculation (ωB97M-V/def2-TZVPD) of a single C2H3NS molecule.

```
! wB97M-V def2-TZVPD RIJCOSX def2/J DEFGRID3
* xyz 0 3
C 0.392 1.138 -0.031
C -0.386 -0.964 -0.009
N -0.857 1.065 -0.043
S 1.400 -0.298 -0.013
H 0.896 1.964 0.265
H -0.914 -1.520 0.795
H -0.531 -1.383 -0.964
*
```

## Properties
orbital gap (spin up / spin down): 0.25590 / 0.19402 Ha
⟨S²⟩: 2.0257
LUMO level (spin up / spin down): 0.0161 / -0.1220 Ha
energy above the lowest of the compared OMol25 structures with the same formula, charge and spin: 97.4 kcal per mole

=====

The following is a DFT calculation (ωB97M-V/def2-TZVPD) of a single C2H3NS2 molecule.

```
! wB97M-V def2-TZVPD RIJCOSX def2/J DEFGRID3
* xyz 0 1
S 1.351 -1.574 1.737
C 0.316 -0.376 1.071
N -0.095 -0.438 -0.290
C -0.321 0.716 -1.112
S -0.867 2.054 -0.340
H 0.087 0.426 1.635
H 0.103 -1.374 -0.492
H -0.574 0.566 -2.208
*
```

## Properties
orbital gap: 0.28251 Ha
LUMO level: -0.0487 Ha
energy above the lowest of the compared OMol25 structures with the same formula, charge and spin: 27.5 kcal per mole

=====

The records above give, respectively, E values of -530.68875 -929.07350 Eh.